[1]
A cluster of 2 separate species, C3H13N2O in total in a non-equilibrium geometry. Source: the OMol25 dataset; level of theory: ωB97M-V/def2-TZVPD.

Output
Energy relative to the best compared isomer or geometry (same formula, charge and spin) in eV: 0.3443
Charge: +1
Multiplicity: 1
HOMO energy in eV: -13.765
Lowest unoccupied orbital energy in eV: -2.947

Cartesian coordinates (Å):
1 C -1.15006 -0.58061 1.23741
2 C 0.38946 -0.47196 1.30598
3 C 1.17267 -1.05253 0.13778
4 N 0.79566 -0.39533 -1.17536
5 N -1.71737 -0.13461 -0.03017
6 H -1.50725 0.00827 2.05967
7 H -1.48221 -1.60683 1.41904
8 H 0.59424 0.57551 1.43271
9 H 0.71480 -1.04811 2.18238
10 H 2.23933 -0.90737 0.22778
11 H 0.84140 -2.09272 0.04654
12 H 0.58005 -1.09047 -1.88100
13 H 1.43257 0.32546 -1.49054
14 H -0.13340 0.06654 -1.06849
15 H -2.14004 0.78208 -0.02331
16 H -2.40588 -0.79141 -0.36475
17 H 0.78074 2.94409 -0.56239
18 H 0.49332 3.01716 -2.11502
19 O 0.50195 2.45285 -1.33827

=====

[2]
The ion C7H10N5O with charge +1 in a non-equilibrium geometry. Source: the OMol25 dataset; level of theory: ωB97M-V/def2-TZVPD.

Output
Energy relative to the best compared isomer or geometry (same formula, charge and spin) in eV: 9.2767
Charge: +1
Multiplicity: 1
HOMO energy (spin up / spin down) in eV: -11.494 / -11.461
Lowest unoccupied orbital energy (spin up / spin down) in eV: -4.417 / -4.684

Cartesian coordinates (Å):
1 C -2.02569 2.79213 -1.26153
2 C -0.20691 -1.13599 0.31770
3 C -1.16780 3.18731 0.81605
4 C -0.76407 -0.22995 -0.54558
5 C -1.96502 1.45196 -1.77864
6 C 1.41402 -2.62734 1.04758
7 C 1.94643 -0.48862 -0.02930
8 N -2.11332 3.13807 0.01190
9 N -1.16034 0.39813 -1.52368
10 N -2.10806 3.35658 -2.46643
11 N 1.06493 -1.37036 0.44582
12 N -1.94356 2.01508 -3.11600
13 O -1.11017 -2.04809 0.79804
14 H -1.26546 3.47302 1.87733
15 H 2.36123 -2.52542 1.68314
16 H 0.58593 -2.99666 1.77326
17 H 1.60242 -3.46679 0.40814
18 H -0.03171 3.01385 0.71054
19 H 2.96592 -0.47109 0.12223
20 H 1.49822 0.25328 -0.62183
21 H -1.90751 -2.23076 0.35003
22 H -0.96467 2.03212 -3.41544
23 H -2.54575 1.94926 -3.84710

=====

[3]
A structure of composition C23H49N3OP4Tm in a non-equilibrium geometry. Source: the OMol25 dataset; level of theory: ωB97M-V/def2-TZVPD.

Output
Energy relative to the best compared isomer or geometry (same formula, charge and spin) in eV: 0.0000
Charge: +3
Multiplicity: 3
HOMO energy (spin up / spin down) in eV: -15.828 / -15.830
Lowest unoccupied orbital energy (spin up / spin down) in eV: -9.484 / -9.436
⟨S²⟩: 2.002

Cartesian coordinates (Å):
1 Tm -0.81849 -0.40272 -1.08950
2 P 1.28824 0.73160 0.72807
3 P -1.30951 2.17141 -1.78529
4 P 1.64985 -0.53253 -2.51760
5 H -1.81607 -3.16352 -0.34090
6 C -0.73534 -3.05946 -0.50060
7 C 0.12289 -2.64968 0.49137
8 H -0.22857 -2.25033 1.45139
9 C 1.22527 1.18314 2.51800
10 C 2.00080 2.35788 0.22776
11 C 2.87553 -0.20498 0.93746
12 C -2.73388 2.09892 -2.92534
13 C -1.86832 3.47164 -0.63076
14 C -0.08816 3.10452 -2.76365
15 C 2.58978 -2.09124 -2.20490
16 C 3.06121 0.66152 -2.64955
17 C 1.25412 -0.68343 -4.31112
18 H -0.39348 -3.62832 -1.36344
19 H 1.21372 -2.69030 0.39809
20 H 1.02960 0.30974 3.14420
21 H 0.46746 1.94491 2.70842
22 H 2.18735 1.59782 2.83629
23 H 1.21624 3.12110 0.24372
24 H 2.44673 2.30595 -0.76675
25 H 2.78145 2.64086 0.94594
26 H 2.65517 -1.18041 1.39281
27 H 3.53001 0.35670 1.62581
28 H 3.40739 -0.35072 -0.01028
29 H -2.96659 3.13347 -3.19292
30 H -3.61376 1.63206 -2.46380
31 H -2.42472 1.52752 -3.80798
32 H -2.20022 4.32860 -1.23778
33 H -1.04280 3.78001 0.02599
34 H -2.70144 3.11653 -0.00711
35 H -0.59240 4.01447 -3.12827
36 H 0.25820 2.49539 -3.61592
37 H 0.76218 3.37108 -2.11843
38 H 2.98375 -2.49079 -3.14865
39 H 1.93511 -2.84182 -1.74612
40 H 3.42987 -1.92101 -1.51858
41 H 3.71852 0.37347 -3.48176
42 H 3.65993 0.69490 -1.73223
43 H 2.68074 1.66789 -2.85858
44 H 2.16321 -0.98800 -4.83865
45 H 0.89210 0.26944 -4.71608
46 H 0.48308 -1.43712 -4.49865
47 C -2.14562 -1.70732 -4.07257
48 C -3.13322 -1.04282 -4.79301
49 C -3.35572 -1.45261 -6.11214
50 C -2.61036 -2.52286 -6.64425
51 C -1.64666 -3.19784 -5.87160
52 C -1.44821 -2.79679 -4.52886
53 O -1.86279 -1.17962 -2.73426
54 H -2.71981 -0.79852 -2.44216
55 H -3.66738 -0.20618 -4.32573
56 H -4.16705 -0.98661 -6.69298
57 H -2.78360 -2.84618 -7.66942
58 H -1.10367 -4.06870 -6.26986
59 H -0.71209 -3.25338 -3.86147
60 C -3.20151 -1.11189 4.39732
61 N -2.75640 0.28238 4.24441
62 C -3.94272 1.13956 3.97269
63 N -4.67898 0.70216 2.78707
64 C -5.08420 -0.70723 2.95415
65 N -3.93908 -1.59547 3.19204
66 C -3.08201 -1.73570 2.02928
67 P -2.37916 -0.12752 1.44330
68 C -1.76610 0.41138 3.19092
69 C -3.91641 0.90491 1.54095
70 H -3.88345 -1.15778 5.26192
71 H -2.32069 -1.74654 4.55680
72 H -3.60180 2.17238 3.83142
73 H -4.60946 1.05978 4.84210
74 H -5.59548 -1.04378 2.04923
75 H -5.76134 -0.76304 3.81913
76 H -2.26204 -2.43050 2.24494
77 H -3.67158 -2.12638 1.19581
78 H -1.44087 1.45852 3.15055
79 H -0.89411 -0.19293 3.46651
80 H -4.54468 0.62136 0.68475
81 H -3.65689 1.97117 1.45992

=====

[4]
A cluster of 2 separate species, C2H8NO2PS in total in a non-equilibrium geometry. Source: the OMol25 dataset; level of theory: ωB97M-V/def2-TZVPD.

Output
Energy relative to the best compared isomer or geometry (same formula, charge and spin) in eV: 4.6967
Multiplicity: 1
HOMO energy (spin up / spin down) in eV: -8.743 / -8.835
Lowest unoccupied orbital energy (spin up / spin down) in eV: -1.073 / -1.139

Cartesian coordinates (Å):
1 C -0.45048 1.46726 1.71484
2 C 1.75683 -1.22756 -1.22490
3 N 0.28358 1.41337 0.45313
4 O -1.60039 -1.07279 0.53697
5 O 0.41722 -1.70436 -0.98482
6 P -0.69873 -0.62791 -0.77863
7 S -1.80984 -0.53902 -2.37110
8 H -0.22430 0.47587 2.27064
9 H 0.05186 2.29822 2.33045
10 H -1.54878 1.42910 1.55842
11 H 2.40554 -2.08725 -1.15922
12 H 1.96474 -0.47228 -0.51747
13 H 1.93083 -0.93532 -2.29522
14 H -0.26041 1.92834 -0.18980
15 H -2.21767 -0.34567 0.65671

=====

[5]
A cluster of 2 separate species, C30H35N4O3 in total in a non-equilibrium geometry. Source: the OMol25 dataset; level of theory: ωB97M-V/def2-TZVPD.

Output
Energy relative to the best compared isomer or geometry (same formula, charge and spin) in eV: 0.1100
Charge: +1
Multiplicity: 1
HOMO energy in eV: -10.968
Lowest unoccupied orbital energy in eV: -4.266

Cartesian coordinates (Å):
1 C -5.24967 -6.56041 -2.22407
2 O -5.84741 -5.38609 -1.63592
3 C -5.08361 -4.59031 -0.84834
4 C -5.72486 -3.43407 -0.32340
5 C -5.01500 -2.55294 0.45139
6 C -3.65143 -2.74941 0.78268
7 C -2.92460 -1.80397 1.58630
8 C -1.60129 -2.03052 1.97175
9 C -0.80305 -1.24962 2.79590
10 N 0.47024 -1.58763 3.08505
11 C 1.27811 -0.70392 3.93052
12 C 1.39855 0.70697 3.35063
13 C 2.22159 1.63737 4.21471
14 C 3.36290 2.24925 3.68501
15 C 4.20821 2.96583 4.53285
16 C 3.86859 3.13625 5.87857
17 C 2.66968 2.61720 6.37472
18 C 1.83247 1.87327 5.53910
19 C 2.61544 -1.44254 4.01189
20 O 3.58676 -1.15728 4.71042
21 N 2.51921 -2.51866 3.17596
22 C 3.63553 -3.41708 2.97879
23 C 1.21652 -2.74005 2.54992
24 C 0.66701 -4.10312 2.98980
25 C 1.38492 -2.72732 1.02313
26 C -3.03671 -3.92732 0.26352
27 C -3.72293 -4.82675 -0.53382
28 H -6.06906 -6.99977 -2.79846
29 H -4.41680 -6.29809 -2.89132
30 H -4.90451 -7.26646 -1.45589
31 H -6.77332 -3.29464 -0.57607
32 H -5.50563 -1.66372 0.82710
33 H -3.43566 -0.89031 1.90119
34 H -1.10235 -2.91360 1.58708
35 H -1.17201 -0.32553 3.26122
36 H 0.84265 -0.65116 4.94681
37 H 1.83172 0.63596 2.33680
38 H 0.37842 1.11293 3.25301
39 H 3.58318 2.12424 2.61897
40 H 5.13578 3.37095 4.13487
41 H 4.54011 3.67964 6.53869
42 H 2.38736 2.76630 7.41504
43 H 0.88671 1.45938 5.90497
44 H 4.49840 -3.02793 3.53280
45 H 3.38093 -4.42562 3.34024
46 H 3.87765 -3.48510 1.90722
47 H 0.71418 -4.18535 4.08276
48 H -0.36844 -4.24919 2.67661
49 H 1.27899 -4.89550 2.53666
50 H 1.91915 -1.82177 0.70625
51 H 1.96255 -3.61293 0.72312
52 H 0.42559 -2.75957 0.50243
53 H -1.99271 -4.13571 0.48355
54 H -3.22853 -5.71830 -0.92847
55 C -9.89046 5.03330 2.22940
56 C -8.96102 3.95402 2.74138
57 O -8.87550 3.60875 3.91565
58 N -8.20494 3.42108 1.70688
59 C -7.31570 2.34976 1.75488
60 C -6.69515 1.98371 0.54504
61 C -5.79379 0.92419 0.55366
62 N -5.50684 0.21756 1.66871
63 C -6.12425 0.55590 2.81824
64 C -7.03830 1.61915 2.92348
65 H -10.25756 4.78857 1.22554
66 H -10.73480 5.13223 2.91388
67 H -9.34738 5.98785 2.18974
68 H -8.36640 3.87814 0.81438
69 H -6.95831 2.51555 -0.36811
70 H -5.29914 0.65795 -0.38072
71 H -5.89085 -0.02738 3.71046
72 H -7.53733 1.85900 3.85640

=====

[6]
A structure of composition C2H4I3N2 in a non-equilibrium geometry. Source: the OMol25 dataset; level of theory: ωB97M-V/def2-TZVPD.

Output
Energy relative to the best compared isomer or geometry (same formula, charge and spin) in eV: 2.5896
Charge: +1
Multiplicity: 1
HOMO energy in eV: -13.432
Lowest unoccupied orbital energy in eV: -5.536

Cartesian coordinates (Å):
1 C 0.94446 0.35445 0.19249
2 C -1.42174 -0.88440 0.45874
3 N 1.23221 1.32303 -0.56835
4 N -0.48980 -0.62192 -0.61369
5 I 1.43624 -0.01736 2.15525
6 I 0.69777 1.27703 -2.51277
7 I 2.49101 2.83297 0.07357
8 H -1.65255 0.07175 0.86240
9 H -1.13903 -1.71140 1.12686
10 H -2.14457 -1.16651 -0.28155
11 H 0.04599 -1.45764 -0.89294

=====

[7]
A cluster of 3 separate species, C3H11O2S in total in a non-equilibrium geometry. Source: the OMol25 dataset; level of theory: ωB97M-V/def2-TZVPD.

Output
Energy relative to the best compared isomer or geometry (same formula, charge and spin) in eV: 0.6988
Charge: -1
Multiplicity: 1
HOMO energy in eV: -3.030
Lowest unoccupied orbital energy in eV: 3.929

Cartesian coordinates (Å):
1 C -1.50977 0.04658 0.80202
2 C -1.77509 0.09488 -0.70236
3 C -0.50622 -0.19913 -1.54644
4 S 0.73026 -1.44426 -0.90305
5 H -0.92773 0.91959 1.11475
6 H -2.47211 0.11326 1.31576
7 H -0.76926 -0.71823 1.02877
8 H -1.95279 1.14813 -0.96022
9 H -2.64204 -0.52021 -0.92607
10 H -0.84756 -0.41175 -2.55620
11 H 0.06416 0.72733 -1.62142
12 H 1.79512 0.24707 1.90548
13 H 0.47196 -0.34952 2.46292
14 O 1.09398 0.39290 2.51318
15 H 3.64836 -0.45084 -0.92792
16 H 2.33772 0.03993 -0.42262
17 O 3.26102 0.36427 -0.57658

=====

Asked for DFT total energy across the records above, the calculation gives -306.6230 -621.2148 -3594.9522 -1025.7166 -1608.7091 -1080.7870 -669.5952 a.u. in order.